1.
Here is a cluster of 11 separate species, C42H116N10O11 in total from the Open Molecules 2025 dataset. Energies are from the ωB97M-V functional and the def2-TZVPD basis.

Properties
Electronic energy in Eh: -3044.54635
Gap between HOMO and LUMO in eV: 9.147
ΔE to the lowest compared entry with this formula, charge and spin in kcal/mol: 180.9
LUMO level in eV: 0.271
Charge: 0
HOMO level in eV: -8.877

Atoms and positions in Å:
C  -6.891  6.307  -3.321
O  -5.478  6.134  -2.999
C  -4.950  7.151  -2.067
C  -3.488  6.761  -1.616
C  -2.656  6.388  -2.849
N  -3.634  5.526  -0.791
H  -7.276  7.212  -3.791
H  -7.440  6.214  -2.384
H  -7.118  5.412  -3.900
H  -5.122  8.079  -2.612
H  -5.559  7.126  -1.163
H  -3.051  7.659  -1.179
H  -1.745  5.872  -2.546
H  -2.414  7.318  -3.363
H  -3.201  5.918  -3.668
H  -4.543  5.109  -0.932
H  -3.006  4.784  -1.065
C  2.171  -5.355  -2.931
O  3.488  -5.657  -3.209
C  3.814  -5.993  -4.575
C  3.753  -4.765  -5.483
C  4.227  -4.992  -6.929
N  4.328  -3.527  -4.932
H  1.561  -6.166  -3.328
H  1.762  -4.494  -3.459
H  2.137  -5.326  -1.842
H  4.797  -6.463  -4.575
H  3.043  -6.654  -4.971
H  2.666  -4.680  -5.516
H  3.476  -5.673  -7.330
H  5.184  -5.513  -6.964
H  4.195  -4.056  -7.486
H  4.134  -3.535  -3.941
H  5.314  -3.737  -4.994
C  -6.318  -3.840  -4.606
O  -5.510  -4.661  -3.844
C  -5.633  -4.458  -2.443
C  -4.492  -5.004  -1.668
C  -4.663  -4.779  -0.155
N  -3.407  -4.160  -2.087
H  -6.409  -4.074  -5.667
H  -6.291  -2.789  -4.321
H  -7.348  -3.903  -4.257
H  -5.699  -3.380  -2.289
H  -6.612  -4.838  -2.150
H  -4.481  -6.069  -1.898
H  -5.576  -5.237  0.223
H  -4.818  -3.738  0.130
H  -3.795  -5.199  0.353
H  -3.640  -4.151  -3.070
H  -3.802  -3.279  -1.790
C  2.647  -4.180  3.528
O  3.592  -4.506  4.642
C  4.430  -5.631  4.432
C  4.775  -6.339  5.782
C  5.524  -5.406  6.776
N  5.430  -7.631  5.597
H  2.100  -5.085  3.264
H  3.387  -3.850  2.799
H  1.987  -3.341  3.746
H  4.007  -6.351  3.732
H  5.274  -5.412  3.778
H  3.764  -6.445  6.178
H  5.869  -5.898  7.686
H  4.912  -4.540  7.028
H  6.413  -5.046  6.257
H  6.382  -7.689  5.929
H  5.003  -8.200  6.314
C  9.276  1.314  -3.261
O  8.253  0.644  -2.532
C  7.687  1.426  -1.454
C  6.668  0.454  -0.749
C  7.162  -0.863  -0.083
N  5.721  -0.012  -1.768
H  8.861  2.166  -3.800
H  9.679  0.716  -4.079
H  10.129  1.579  -2.637
H  8.419  1.818  -0.748
H  7.144  2.226  -1.958
H  6.079  1.137  -0.137
H  7.574  -1.645  -0.721
H  6.383  -1.426  0.431
H  7.996  -0.547  0.544
H  5.646  0.763  -2.412
H  6.097  -0.825  -2.235
C  -4.572  0.990  -2.960
O  -5.830  0.432  -3.032
C  -6.801  1.425  -2.607
C  -8.156  0.802  -2.288
C  -9.093  0.413  -3.444
N  -8.929  1.751  -1.522
H  -4.362  1.308  -1.939
H  -4.620  1.934  -3.502
H  -3.741  0.362  -3.283
H  -6.389  1.929  -1.733
H  -6.871  2.030  -3.512
H  -8.017  -0.030  -1.597
H  -8.645  -0.279  -4.158
H  -9.527  1.291  -3.923
H  -10.006  -0.079  -3.111
H  -9.664  1.309  -0.988
H  -8.336  1.957  -0.732
C  1.394  2.357  -4.675
O  1.126  1.340  -5.619
C  2.224  0.417  -5.782
C  3.236  0.943  -6.853
C  2.746  0.577  -8.248
N  4.520  0.295  -6.753
H  1.370  2.031  -3.635
H  0.544  3.023  -4.824
H  2.367  2.836  -4.786
H  2.643  0.296  -4.783
H  1.739  -0.551  -5.910
H  3.353  2.008  -6.652
H  2.967  -0.472  -8.444
H  3.301  1.108  -9.022
H  1.722  0.921  -8.391
H  4.602  -0.547  -7.306
H  4.510  -0.005  -5.789
C  7.360  2.699  3.633
O  6.147  3.083  2.932
C  5.073  3.920  3.536
C  3.708  3.254  3.029
C  2.472  4.078  3.414
N  3.550  1.985  3.620
H  8.145  2.238  3.034
H  7.067  2.026  4.439
H  7.817  3.579  4.086
H  5.212  3.743  4.603
H  5.215  4.972  3.292
H  3.799  3.325  1.946
H  1.526  3.760  2.977
H  2.483  5.165  3.326
H  2.329  3.990  4.491
H  2.772  1.461  3.246
H  4.405  1.491  3.411
C  -1.824  0.394  7.831
O  -1.080  1.490  8.451
C  0.290  1.602  8.151
C  1.090  0.362  8.422
C  1.217  0.075  9.930
N  2.423  0.448  7.838
H  -2.879  0.523  8.071
H  -1.485  -0.613  8.075
H  -1.915  0.618  6.768
H  0.350  1.900  7.104
H  0.713  2.410  8.747
H  0.482  -0.322  7.830
H  1.636  0.918  10.480
H  1.842  -0.799  10.112
H  0.253  -0.300  10.276
H  2.292  0.788  6.897
H  2.879  -0.439  7.676
C  -8.630  3.759  2.627
O  -7.512  2.954  2.129
C  -6.300  3.186  2.782
C  -5.180  2.091  2.514
C  -5.558  0.677  3.005
N  -3.865  2.504  2.952
H  -8.385  4.820  2.571
H  -9.042  3.402  3.571
H  -9.400  3.414  1.936
H  -5.977  4.181  2.477
H  -6.416  3.232  3.864
H  -4.943  2.080  1.451
H  -4.685  0.091  2.717
H  -6.513  0.319  2.621
H  -5.642  0.677  4.092
H  -3.804  3.482  2.707
H  -3.802  2.542  3.960
C  0.712  -1.057  -0.122
C  -0.134  0.057  0.580
O  -0.138  0.005  1.993
H  0.842  -0.934  -1.197
H  0.238  -1.993  0.173
H  1.727  -1.069  0.276
H  -1.156  -0.250  0.360
H  -0.001  1.085  0.243
H  -0.858  0.597  2.222

***

2.
Here is a cluster of 4 separate species, C23H37BBrF9NO11 in total from the Open Molecules 2025 dataset. Energies are from the ωB97M-V functional and the def2-TZVPD basis.

Properties
Electronic energy in Eh: -5278.86431
Gap between HOMO and LUMO in eV: 7.475
LUMO level in eV: 2.345
Charge: -1
HOMO level in eV: -5.130

Atoms and positions in Å:
C  -1.889  -0.224  0.461
C  -2.376  1.203  0.240
C  -1.680  1.919  -0.913
C  -0.145  1.961  -0.821
C  0.514  2.137  -2.204
C  0.876  0.844  -2.958
C  0.747  1.006  -4.473
B  -0.559  1.750  -4.999
O  -1.822  1.274  -4.921
O  -0.424  3.013  -5.603
C  0.012  -0.382  -2.493
O  -1.073  -0.575  -3.095
O  0.465  -1.078  -1.577
N  2.329  0.607  -2.674
O  2.586  0.638  -1.285
C  2.888  -0.548  -3.293
Br  4.023  0.000  -4.895
C  3.825  -1.388  -2.422
C  3.100  -2.418  -1.557
H  -1.835  -0.761  -0.484
H  -0.913  -0.235  0.940
H  -2.605  -0.753  1.094
H  -2.347  1.795  1.159
H  -3.438  1.154  -0.025
H  -2.023  2.960  -0.908
H  -1.953  1.509  -1.886
H  0.101  2.875  -0.264
H  0.288  1.143  -0.252
H  -0.171  2.784  -2.758
H  1.412  2.732  -2.041
H  0.815  0.038  -4.976
H  1.599  1.593  -4.828
H  -1.826  0.317  -4.799
H  0.228  2.915  -6.303
H  3.396  1.150  -1.188
H  2.153  -1.225  -3.717
H  4.436  -1.945  -3.133
H  4.527  -0.769  -1.869
H  3.846  -3.123  -1.184
H  2.383  -2.960  -2.168
H  2.604  -1.943  -0.719
C  2.052  3.810  3.941
C  2.058  3.651  2.439
O  3.400  3.531  1.922
C  3.952  2.331  2.016
O  3.464  1.357  2.503
C  5.340  2.354  1.351
F  6.038  3.441  1.704
F  5.221  2.364  0.014
F  6.057  1.288  1.693
H  2.674  4.645  4.266
H  1.033  3.965  4.295
H  2.450  2.912  4.414
H  1.631  4.531  1.964
H  1.457  2.794  2.138
C  1.313  -1.605  4.386
C  -0.192  -1.760  4.367
O  -0.822  -0.910  5.355
C  -0.987  0.350  4.986
O  -0.658  0.829  3.946
C  -1.720  1.129  6.093
F  -1.219  0.853  7.304
F  -3.021  0.809  6.103
F  -1.617  2.441  5.894
H  1.703  -1.793  5.388
H  1.770  -2.308  3.691
H  1.609  -0.597  4.097
H  -0.479  -2.774  4.636
H  -0.602  -1.549  3.380
C  -2.766  -3.913  -2.098
C  -4.133  -3.281  -2.210
O  -5.145  -4.046  -1.495
C  -5.186  -3.821  -0.192
O  -4.465  -3.086  0.409
C  -6.336  -4.619  0.450
F  -6.378  -5.878  -0.003
F  -7.514  -4.042  0.167
F  -6.204  -4.661  1.773
H  -2.796  -4.949  -2.441
H  -2.050  -3.355  -2.700
H  -2.417  -3.912  -1.067
H  -4.468  -3.263  -3.244
H  -4.122  -2.255  -1.846

***

Question: Among the records above, which one has the lowest HOMO level?
Answer: C42H116N10O11